Entry 1:
The following is a DFT calculation (ωB97M-V/def2-TZVPD) of a cluster of 2 separate species, C5H13NO in total at a distorted geometry.

Output
- 2S+1: 1
- Charge: 0
- Kohn-Sham gap: 9.0242 eV
- Highest occupied orbital energy: -8.419 eV
- Relative energy (zero: lowest compared OMol25 entry of this formula, charge and spin): 286.5 kJ/mol

Atoms and positions in Å:
C  -1.21  0.12  0.99
N  0.16  0.78  1.03
C  1.11  0.28  2.05
C  2.09  -0.80  1.33
C  1.82  -0.66  -0.18
C  0.76  0.58  -0.34
H  -1.86  0.33  1.78
H  -1.73  0.39  0.02
H  -1.22  -1.03  1.04
H  0.42  -0.08  2.86
H  1.39  1.11  2.54
H  3.04  -0.75  1.80
H  1.72  -1.70  1.89
H  2.73  -0.47  -0.76
H  1.37  -1.69  -0.39
H  0.02  0.23  -1.12
H  1.39  1.45  -0.43
O  -4.16  0.47  -4.99
H  -4.60  0.96  -4.27
H  -3.23  0.49  -4.83

How is the electron density shared among the atoms? According to Mulliken, the charges in e are: -0.903 -0.217 -0.838 -0.571 -0.538 -0.546 0.376 0.297 0.287 0.337 0.425 0.384 0.226 0.377 0.229 0.304 0.373 -0.635 0.323 0.312

Entry 2:
The following is a DFT calculation (ωB97M-V/def2-TZVPD) of the molecule C5H13NO.

Output
- 2S+1: 1
- Charge: 0
- Kohn-Sham gap: 10.1774 eV
- Highest occupied orbital energy: -9.222 eV
- Relative energy (zero: lowest compared OMol25 entry of this formula, charge and spin): 90.1 kJ/mol

Atoms and positions in Å:
C  0.20  1.21  -1.73
C  0.88  0.34  -0.67
N  2.26  0.72  -0.43
C  0.13  0.44  0.65
C  -1.29  -0.13  0.70
C  -1.33  -1.58  1.19
O  -0.30  -2.31  0.53
H  -0.65  0.74  -2.22
H  0.90  1.48  -2.52
H  -0.21  2.11  -1.26
H  0.82  -0.73  -0.95
H  2.67  1.02  -1.31
H  2.24  1.56  0.14
H  0.70  -0.08  1.42
H  0.10  1.49  0.95
H  -1.83  -0.09  -0.24
H  -1.88  0.42  1.44
H  -1.17  -1.57  2.26
H  -2.27  -2.05  0.93
H  0.05  -3.00  1.13

How is the electron density shared among the atoms? According to Mulliken, the charges in e are: -1.328 0.488 -0.679 -1.013 -0.562 -0.591 -0.490 0.328 0.424 0.249 0.185 0.274 0.258 0.329 0.569 0.293 0.280 0.396 0.310 0.281

Entry 3:
The following is a DFT calculation (ωB97M-V/def2-TZVPD) of the molecule C5H13NO at a distorted geometry.

Output
- 2S+1: 1
- Charge: 0
- Kohn-Sham gap: 10.0735 eV
- Highest occupied orbital energy: -9.053 eV
- Relative energy (zero: lowest compared OMol25 entry of this formula, charge and spin): 107.9 kJ/mol

Atoms and positions in Å:
C  0.01  1.42  1.94
N  0.13  1.06  0.52
C  -0.21  -0.32  0.18
C  -1.64  -0.64  0.54
C  0.19  -0.56  -1.27
C  1.65  -0.89  -1.50
O  -0.28  0.53  -2.10
H  -0.02  0.52  2.56
H  -0.93  1.96  2.04
H  0.80  2.08  2.30
H  1.06  1.30  0.20
H  0.44  -0.99  0.79
H  -2.37  -0.08  -0.07
H  -1.87  -1.67  0.26
H  -1.88  -0.41  1.57
H  -0.41  -1.39  -1.68
H  2.31  -0.03  -1.58
H  1.75  -1.45  -2.43
H  1.93  -1.63  -0.76
H  -0.65  1.20  -1.51

How is the electron density shared among the atoms? According to Mulliken, the charges in e are: -0.962 -0.402 0.336 -1.410 0.258 -1.428 -0.580 0.298 0.274 0.325 0.192 0.272 0.285 0.392 0.379 0.329 0.324 0.377 0.371 0.371

Entry 4:
The following is a DFT calculation (ωB97M-V/def2-TZVPD) of a cluster of 2 separate species, C5H13NO in total at a distorted geometry.

Output
- 2S+1: 1
- Charge: 0
- Kohn-Sham gap: 9.8760 eV
- Highest occupied orbital energy: -8.870 eV
- Relative energy (zero: lowest compared OMol25 entry of this formula, charge and spin): 184.7 kJ/mol

Atoms and positions in Å:
C  0.60  -1.62  2.72
C  1.07  -1.42  1.30
C  0.45  -0.47  0.56
C  0.91  -0.20  -0.84
C  0.54  1.23  -1.36
N  -0.74  1.25  -2.12
H  1.04  -2.60  2.90
H  -0.48  -1.60  2.86
H  1.07  -0.92  3.46
H  2.00  -1.81  0.90
H  -0.27  0.09  1.14
H  2.01  -0.40  -1.02
H  0.35  -0.92  -1.46
H  1.37  1.76  -1.83
H  0.35  1.79  -0.43
H  -0.79  1.98  -2.83
H  -0.73  0.36  -2.63
O  -3.06  0.86  -0.21
H  -2.64  0.81  -1.09
H  -3.02  1.81  -0.03

How is the electron density shared among the atoms? According to Mulliken, the charges in e are: -1.184 -0.217 -0.325 -0.301 -0.551 -0.542 0.349 0.355 0.250 0.348 0.292 0.307 0.191 0.345 0.248 0.212 0.257 -0.677 0.343 0.301

Entry 5:
The following is a DFT calculation (ωB97M-V/def2-TZVPD) of a cluster of 2 separate species, C5H13NO in total at a distorted geometry.

Output
- 2S+1: 1
- Charge: 0
- Kohn-Sham gap: 10.7463 eV
- Highest occupied orbital energy: -9.903 eV
- Relative energy (zero: lowest compared OMol25 entry of this formula, charge and spin): 48.7 kJ/mol

Atoms and positions in Å:
C  -2.47  -1.75  1.27
C  -1.76  -0.43  1.23
N  -0.68  -0.30  2.09
O  -2.24  0.53  0.68
H  -1.76  -2.56  1.03
H  -3.14  -1.82  0.41
H  -2.96  -2.01  2.19
H  -0.07  0.46  1.90
H  -0.21  -1.18  2.25
C  1.13  -0.37  -1.73
C  1.27  0.71  -0.63
C  1.85  2.08  -1.06
H  0.75  0.00  -2.68
H  0.33  -1.03  -1.39
H  2.04  -0.93  -1.88
H  0.21  0.93  -0.46
H  1.82  0.36  0.24
H  1.35  2.91  -0.56
H  2.89  2.24  -0.76
H  1.69  2.17  -2.13

How is the electron density shared among the atoms? According to Mulliken, the charges in e are: -1.131 0.712 -0.473 -0.589 0.343 0.300 0.327 0.295 0.250 -1.179 0.157 -1.151 0.340 0.242 0.334 0.009 0.315 0.314 0.296 0.289

Entry 6:
The following is a DFT calculation (ωB97M-V/def2-TZVPD) of a cluster of 2 separate species, C5H13NO in total at a distorted geometry.

Output
- 2S+1: 1
- Charge: 0
- Kohn-Sham gap: 8.6962 eV
- Highest occupied orbital energy: -7.916 eV
- Relative energy (zero: lowest compared OMol25 entry of this formula, charge and spin): 389.9 kJ/mol

Atoms and positions in Å:
C  -1.75  -2.18  2.39
C  -0.40  -1.65  1.77
C  -0.35  -0.96  0.65
N  0.08  0.45  0.39
C  0.72  0.72  -1.03
C  0.99  -0.75  -1.59
H  -1.80  -1.88  3.50
H  -2.62  -1.61  2.02
H  -1.91  -3.27  2.33
H  0.45  -1.50  2.41
H  -1.08  -1.33  -0.06
H  0.59  0.76  1.25
H  1.58  1.35  -1.15
H  -0.12  1.36  -1.66
H  1.82  -0.60  -2.23
H  0.10  -1.25  -2.12
H  1.49  -1.50  -0.89
O  0.78  4.46  -2.35
H  1.48  4.78  -1.81
H  -0.06  4.61  -1.81

How is the electron density shared among the atoms? According to Mulliken, the charges in e are: -1.031 -0.474 -0.161 -0.268 -0.313 -1.006 0.279 0.353 0.270 0.332 0.259 0.255 0.377 0.156 0.393 0.265 0.318 -0.645 0.311 0.330

Entry 7:
The following is a DFT calculation (ωB97M-V/def2-TZVPD) of the molecule C5H13NO at a distorted geometry.

Output
- 2S+1: 1
- Charge: 0
- Kohn-Sham gap: 10.2620 eV
- Highest occupied orbital energy: -9.222 eV
- Relative energy (zero: lowest compared OMol25 entry of this formula, charge and spin): 191.1 kJ/mol

Atoms and positions in Å:
C  -2.25  1.14  -1.99
N  -1.73  0.55  -0.70
C  -0.47  1.15  -0.26
C  0.71  0.16  -0.28
C  0.79  -0.92  0.84
C  1.29  -0.43  2.15
O  1.72  -1.87  0.34
H  -2.27  0.34  -2.71
H  -1.59  1.91  -2.38
H  -3.18  1.65  -1.72
H  -2.38  0.88  -0.01
H  -0.51  1.68  0.70
H  -0.09  2.01  -0.85
H  0.41  -0.41  -1.16
H  1.67  0.68  -0.23
H  -0.19  -1.44  0.91
H  0.82  0.53  2.37
H  1.15  -1.07  3.01
H  2.38  -0.41  2.05
H  1.85  -2.04  -0.60

How is the electron density shared among the atoms? According to Mulliken, the charges in e are: -0.781 -0.451 -0.529 -0.963 0.555 -1.278 -0.584 0.269 0.269 0.314 0.278 0.404 0.325 0.307 0.345 0.243 0.305 0.328 0.333 0.310

Entry 8:
The following is a DFT calculation (ωB97M-V/def2-TZVPD) of a cluster of 2 separate species, C5H13NO in total at a distorted geometry.

Output
- 2S+1: 1
- Charge: 0
- Kohn-Sham gap: 8.2446 eV
- Highest occupied orbital energy: -7.498 eV
- Relative energy (zero: lowest compared OMol25 entry of this formula, charge and spin): 119.6 kJ/mol

Atoms and positions in Å:
C  -0.71  -0.87  1.66
C  -1.31  -0.69  0.29
C  -2.73  -1.03  -0.02
C  -0.62  0.06  -0.60
C  -1.22  0.52  -1.89
N  0.73  0.42  -0.43
H  -0.42  0.11  2.06
H  -1.42  -1.38  2.31
H  0.24  -1.43  1.67
H  -3.37  -0.31  -0.55
H  -2.84  -1.92  -0.67
H  -3.33  -1.29  0.86
H  -1.35  -0.37  -2.51
H  -0.56  1.14  -2.47
H  -2.18  0.98  -1.77
H  1.20  -0.05  0.32
H  1.18  0.44  -1.33
O  6.28  2.05  0.67
H  6.58  2.40  1.51
H  5.83  1.23  0.88

How is the electron density shared among the atoms? According to Mulliken, the charges in e are: -1.631 0.938 -1.453 0.613 -1.408 -0.523 0.383 0.389 0.332 0.300 0.282 0.365 0.325 0.393 0.316 0.188 0.191 -0.637 0.321 0.316

Entry 9:
The following is a DFT calculation (ωB97M-V/def2-TZVPD) of a cluster of 2 separate species, C5H13NO in total at a distorted geometry.

Output
- 2S+1: 1
- Charge: 0
- Kohn-Sham gap: 10.7697 eV
- Highest occupied orbital energy: -9.914 eV
- Relative energy (zero: lowest compared OMol25 entry of this formula, charge and spin): 120.6 kJ/mol

Atoms and positions in Å:
C  -1.64  0.71  0.87
C  -0.51  1.13  1.75
N  -0.77  1.18  3.11
O  0.61  1.44  1.38
H  -1.20  0.11  0.10
H  -2.34  1.31  0.22
H  -2.42  0.15  1.46
H  0.08  1.01  3.65
H  -1.48  0.53  3.46
C  -0.29  -0.89  -1.51
C  1.18  -1.28  -1.75
C  1.43  -1.66  -3.20
H  -0.42  0.16  -1.81
H  -0.30  -1.01  -0.40
H  -1.07  -1.50  -1.98
H  1.83  -0.46  -1.48
H  1.36  -2.12  -1.08
H  2.26  -1.06  -3.59
H  1.75  -2.68  -3.39
H  0.58  -1.50  -3.90

How is the electron density shared among the atoms? According to Mulliken, the charges in e are: -0.333 0.587 -0.516 -0.594 -0.217 0.299 0.247 0.265 0.268 -1.006 -0.242 -1.055 0.299 0.182 0.357 0.240 0.343 0.289 0.276 0.310

Entry 10:
The following is a DFT calculation (ωB97M-V/def2-TZVPD) of the ion C5H13NO with charge +1 at a distorted geometry.

Output
- 2S+1: 2
- Charge: +1
- Kohn-Sham gap (spin up / spin down): 12.3847 / 7.1236 eV
- Highest occupied orbital energy (spin up / spin down): -15.317 / -15.314 eV
- Relative energy (zero: lowest compared OMol25 entry of this formula, charge and spin): 181.0 kJ/mol

Atoms and positions in Å:
C  -0.30  0.53  -0.27
C  -0.51  -0.33  -1.51
C  -0.78  0.38  -2.82
C  0.83  -1.15  -1.57
N  0.12  -0.28  0.91
C  0.63  0.58  2.02
O  -0.10  0.25  3.14
H  -1.23  1.05  -0.01
H  0.48  1.25  -0.55
H  -1.36  -0.99  -1.34
H  -0.68  -0.20  -3.72
H  -1.68  1.00  -2.76
H  -0.08  1.23  -2.94
H  1.65  -0.45  -1.46
H  0.63  -2.03  -0.95
H  0.98  -1.62  -2.55
H  -0.63  -0.81  1.36
H  1.72  0.47  2.12
H  0.46  1.62  1.74
H  0.44  -0.18  3.81

How is the electron density shared among the atoms? According to Mulliken, the charges in e are: -1.017 0.543 -1.541 -1.300 0.141 -0.280 -0.489 0.441 0.512 0.297 0.383 0.393 0.377 0.352 0.358 0.441 0.355 0.376 0.295 0.363

Entry 11:
The following is a DFT calculation (ωB97M-V/def2-TZVPD) of a structure of composition C5H13NO2 at a distorted geometry.

Output
- 2S+1: 2
- Charge: -1
- Kohn-Sham gap (spin up / spin down): 6.4279 / 6.3970 eV
- Highest occupied orbital energy (spin up / spin down): -2.906 / -3.038 eV
- Relative energy (zero: lowest compared OMol25 entry of this formula, charge and spin): 612.9 kJ/mol

Atoms and positions in Å:
C  -0.08  -0.09  -1.08
O  -2.56  -1.23  0.87
C  -0.83  0.99  -0.66
C  0.16  0.41  0.60
C  1.09  -0.77  1.00
C  2.39  -0.86  0.14
O  2.83  0.36  -0.18
N  -2.14  1.14  -0.47
H  0.88  0.02  -1.56
H  -0.55  -1.06  -1.19
H  -2.67  -0.44  0.28
H  0.24  2.88  -1.47
H  0.86  1.24  0.58
H  -0.66  0.38  1.31
H  1.49  -0.56  2.00
H  0.54  -1.71  1.11
H  3.09  -1.50  0.74
H  2.15  -1.48  -0.77
H  -2.55  1.54  -1.30
H  -0.23  2.23  -1.09
H  -3.44  -1.51  1.13

How is the electron density shared among the atoms? According to Mulliken, the charges in e are: -0.804 -0.691 0.933 -0.628 -0.759 -0.590 -0.833 -0.964 0.411 0.322 0.366 0.289 0.462 0.390 0.423 0.348 0.336 0.193 0.194 -0.664 0.266

Entry 12:
The following is a DFT calculation (ωB97M-V/def2-TZVPD) of a structure of composition C5H13NO2 at a distorted geometry.

Output
- 2S+1: 2
- Charge: -1
- Kohn-Sham gap (spin up / spin down): 6.5733 / 6.4501 eV
- Highest occupied orbital energy (spin up / spin down): -3.351 / -3.340 eV
- Relative energy (zero: lowest compared OMol25 entry of this formula, charge and spin): 614.6 kJ/mol

Atoms and positions in Å:
C  0.70  -0.08  1.12
C  0.96  0.35  -0.33
C  -0.41  0.14  -1.11
C  -1.31  1.36  -1.14
O  -2.77  0.47  0.71
N  2.03  -0.26  -1.29
C  2.83  -0.35  -0.26
O  -1.33  -1.97  1.34
H  1.44  0.20  1.88
H  0.74  -1.18  1.06
H  -0.31  0.12  1.51
H  1.07  1.47  -0.42
H  -0.11  -0.11  -2.15
H  -0.91  -0.73  -0.69
H  -1.91  1.31  -2.05
H  -0.96  2.37  -0.98
H  -2.14  1.00  0.05
H  -1.89  -2.71  1.58
H  3.76  0.27  -0.17
H  2.89  -1.25  0.39
H  -2.37  -0.41  0.92

How is the electron density shared among the atoms? According to Mulliken, the charges in e are: -1.512 1.171 -0.887 -0.854 -0.764 -0.663 -0.307 -1.035 0.317 0.409 0.318 0.124 0.399 0.270 0.331 0.389 0.357 0.081 0.235 0.292 0.329

Look up the relative energy (zero: lowest compared OMol25 entry of this formula, charge and spin) of the eleventh one.
612.9 kJ/mol